This record from the Open Molecules 2025 dataset describes a structure of composition C19H29GeN3O2PdS in a non-equilibrium geometry. The level of theory is wB97M-V/def2-TZVPD.

Positions of all 56 atoms, in Å:
Pd 1.85949 0.50791 -0.39500
O 5.68509 -0.40529 0.56280
C 4.48649 -0.43609 0.43530
O 3.82029 -0.46059 -0.64290
C 3.60749 -0.41739 1.72460
C 4.23809 -0.55439 2.96450
C 3.45279 -0.56479 4.08990
C 2.05459 -0.48169 3.96530
C 1.18529 -0.52449 5.07450
C -0.17131 -0.52139 4.89790
C -0.71691 -0.48599 3.60340
C 0.09259 -0.40829 2.50070
C 1.49039 -0.38189 2.65550
N 2.30469 -0.31119 1.57250
H 5.31319 -0.63959 2.98020
H 3.89779 -0.65489 5.07020
H 1.62289 -0.55949 6.06060
H -0.82511 -0.55779 5.75420
H -1.78901 -0.51439 3.49170
H -0.32021 -0.41149 1.49430
C -4.74411 1.97391 -1.35750
C -3.25371 1.79691 -1.58330
C -2.50011 1.59981 -0.27500
C -0.99051 1.61431 -0.48050
Ge -0.24801 0.03641 -1.54940
C -0.49111 -1.94209 -1.10560
C -1.94151 -2.35989 -0.86180
C -2.84711 -2.21079 -2.07980
C -4.30411 -2.50179 -1.75770
H -5.25431 2.10091 -2.30570
H -4.93131 2.86161 -0.75700
H -5.17141 1.11741 -0.84130
H -2.86151 2.67511 -2.10140
H -3.07011 0.92921 -2.23330
H -2.81171 0.66861 0.20480
H -2.74661 2.41341 0.41130
H -0.48091 1.63911 0.49620
H -0.70191 2.51121 -1.03690
H -0.25761 0.28741 -3.06850
H 0.11729 -2.17849 -0.22480
H -0.07221 -2.47249 -1.96390
H -2.36201 -1.79309 -0.02810
H -1.94481 -3.40979 -0.55960
H -2.51881 -2.88539 -2.87270
H -2.74781 -1.18439 -2.46730
H -4.42461 -3.51619 -1.38510
H -4.91581 -2.40289 -2.64780
H -4.68341 -1.82439 -0.99760
N 3.79249 1.84371 -3.96740
C 3.62199 1.91631 -2.66500
N 4.63809 1.91151 -1.82770
S 2.01029 2.14931 -2.03480
H 4.71269 1.72611 -4.37200
H 3.02039 1.97331 -4.60600
H 5.58889 1.73261 -2.13020
H 4.48629 1.98661 -0.82800

Its gap between HOMO and LUMO (alpha / beta) is 4.7629 / 4.7635 eV. As for the HOMO energy (alpha / beta): -14.801 / -14.801 eV. As for the relative energy (zero: lowest compared OMol25 entry of this formula, charge and spin): 1.9 kcal per mole. Its total charge is +2. The value obtained for the largest force on an atom is 4.0 eV Å⁻¹.

***

This record from the Open Molecules 2025 dataset describes a cluster of 2 separate species, C3H10NP2 in total in a non-equilibrium geometry. The level of theory is wB97M-V/def2-TZVPD.

Positions of all 16 atoms, in Å:
C 0.93213 -2.36048 -0.10267
C -0.18078 1.53337 0.36869
C -1.55894 1.76455 -0.16120
N -0.34380 -2.04860 0.00062
P 3.20555 0.48769 0.05399
P 1.20675 0.85446 -0.30696
H 1.55001 -2.26857 0.68327
H 1.39665 -2.69489 -1.09270
H -0.20624 1.92170 1.44499
H -2.06572 0.75670 -0.66485
H -1.45981 2.57510 -0.88164
H -2.14899 2.22413 0.53474
H -0.90819 -2.08922 -0.84707
H -0.76961 -2.17435 0.89273
H 3.40822 1.42905 1.21483
H 0.95671 0.31459 -1.53543

Its gap between HOMO and LUMO (alpha / beta) is 5.3354 / 5.3479 eV. As for the HOMO energy (alpha / beta): -11.115 / -11.119 eV. As for the relative energy (zero: lowest compared OMol25 entry of this formula, charge and spin): 85.6 kcal per mole. Its total charge is +1. The value obtained for the largest force on an atom is 4.9 eV Å⁻¹.

***

This record from the Open Molecules 2025 dataset describes a structure of composition C5H7NOS in a non-equilibrium geometry. The level of theory is wB97M-V/def2-TZVPD.

Positions of all 15 atoms, in Å:
C 0.27651 1.95852 1.56433
C -0.12378 -0.83217 0.71296
C -1.02630 -1.23966 -0.41262
C -0.40804 2.15836 0.47238
C 1.16425 -0.30105 0.50282
N 1.06334 1.54903 2.39299
O -0.49098 -1.00199 1.88949
S 1.65487 -0.10485 2.20089
H -0.39990 -1.73896 -1.14147
H -1.35671 -0.29293 -0.84853
H -1.90802 -1.85594 -0.04257
H -0.03555 2.75254 -0.21506
H -1.46516 2.06953 0.42858
H 1.76116 -0.44739 -0.42720
H 2.76367 0.44489 1.86282

Its gap between HOMO and LUMO is 8.4458 eV. As for the HOMO energy: -8.196 eV. As for the relative energy (zero: lowest compared OMol25 entry of this formula, charge and spin): 117.8 kcal per mole. The value obtained for the largest force on an atom is 4.8 eV Å⁻¹.

***

This record from the Open Molecules 2025 dataset describes the molecule CH3I2O2P in a non-equilibrium geometry. The level of theory is wB97M-V/def2-TZVPD.

Positions of all 9 atoms, in Å:
C -1.14325 0.77310 -0.05310
O 1.11381 -2.61382 -0.07186
O -1.05873 -0.55205 -0.39770
P 0.94398 -1.19185 0.02952
I 1.47835 -0.17275 2.12480
I 2.00460 0.16383 -1.66512
H -0.08462 1.16749 0.18532
H -1.77551 1.16247 0.79599
H -1.47863 1.26356 -0.94786

Its gap between HOMO and LUMO is 8.2974 eV. As for the SMILES: COP(=O)(I)I. As for the HOMO energy: -10.151 eV. As for the relative energy (zero: lowest compared OMol25 entry of this formula, charge and spin): 48.6 kcal per mole. The value obtained for the largest force on an atom is 4.6 eV Å⁻¹.

***

This record from the Open Molecules 2025 dataset describes a cluster of 2 separate species, H8S2Si3 in total in a non-equilibrium geometry. The level of theory is wB97M-V/def2-TZVPD.

Positions of all 13 atoms, in Å:
Si 2.88798 -0.18844 0.39638
Si -2.86482 1.39099 -0.03456
Si -0.84820 -1.40904 -0.12900
S 1.14162 1.00074 0.27032
S -2.72802 -0.70846 0.70100
H 3.56474 0.10530 1.63953
H 3.80116 0.21758 -0.79131
H 2.44308 -1.62056 0.19576
H -3.12035 1.65486 -1.51630
H -4.15845 1.67453 0.80218
H -1.58912 1.88207 0.39278
H -0.99171 -2.73408 0.48514
H -0.24403 -1.41222 -1.42537

Its gap between HOMO and LUMO is 6.8668 eV. As for the HOMO energy: -8.443 eV. As for the relative energy (zero: lowest compared OMol25 entry of this formula, charge and spin): 54.7 kcal per mole. The value obtained for the largest force on an atom is 2.6 eV Å⁻¹.

***

This record from the Open Molecules 2025 dataset describes a cluster of 2 separate species, C10H20N4O6 in total in a non-equilibrium geometry. The level of theory is wB97M-V/def2-TZVPD.

Positions of all 40 atoms, in Å:
C 2.34428 -0.31701 -0.35699
C 1.19776 0.03729 -1.28115
C 3.52233 0.61212 -0.68349
C 4.96922 0.03694 -0.48346
C 5.05658 -0.31520 0.95855
C -2.58977 0.69543 0.19872
C -1.12970 1.06504 0.43048
C -2.74125 -0.76066 -0.15606
C -4.18205 -0.97868 -0.63737
C -5.14419 -0.64180 0.44609
H 3.08676 -1.63937 -1.68372
H 3.33951 -2.08522 -0.27449
H 1.96307 -0.28269 0.60147
H 3.39569 1.50331 -0.18211
H 3.38531 0.79432 -1.64889
H 5.15194 -0.90134 -1.11534
H 5.63108 0.75290 -0.72628
H 5.49206 1.62273 1.60656
H 5.48103 0.52550 2.74078
H 0.88792 -1.80115 -0.83113
H -3.01054 2.50052 -0.71230
H -4.19488 1.46585 -0.80643
H -3.06286 0.87886 1.21712
H -2.43218 -1.42106 0.63893
H -2.07917 -1.01017 -1.05411
H -4.31327 -1.97488 -0.90552
H -4.36709 -0.35969 -1.54761
H -6.45104 -1.48090 1.61629
H -5.69948 -2.47722 0.76038
H -1.86217 2.70647 1.00347
N 2.62000 -1.65860 -0.81315
N 5.48988 0.70581 1.80941
N -3.19880 1.51349 -0.87498
N -5.60019 -1.73057 1.22343
O 1.06883 1.08779 -1.85508
O 4.83701 -1.49541 1.25195
O 0.31010 -0.97289 -1.19480
O -0.20635 0.29823 0.44138
O -5.41617 0.51250 0.74551
O -1.01057 2.35371 0.77081

Its gap between HOMO and LUMO is 9.9718 eV. As for the SMILES: NC(=O)CC[C@H](N)C(=O)O.NC(=O)CC[C@H](N)C(=O)O. As for the HOMO energy: -9.332 eV. As for the relative energy (zero: lowest compared OMol25 entry of this formula, charge and spin): 91.9 kcal per mole. The value obtained for the largest force on an atom is 8.6 eV Å⁻¹.

***

This record from the Open Molecules 2025 dataset describes a structure of composition C4H4O2. The level of theory is wB97M-V/def2-TZVPD.

Positions of all 10 atoms, in Å:
O -0.34572 1.65539 -0.16758
C -0.01295 0.49960 0.53974
C -1.11000 -0.56204 0.43229
O -2.00289 -0.27922 -0.47225
C 1.20705 -0.17146 0.04014
C 2.16773 -0.74583 -0.40313
H -0.98080 1.38643 -0.85439
H 0.11700 0.75803 1.59868
H -2.07065 -1.30196 0.08097
H 3.03123 -1.23894 -0.79445

Its gap between HOMO and LUMO is 9.8604 eV. As for the HOMO energy: -9.507 eV. As for the relative energy (zero: lowest compared OMol25 entry of this formula, charge and spin): 128.2 kcal per mole. The value obtained for the largest force on an atom is 0.5 eV Å⁻¹.

***

This record from the Open Molecules 2025 dataset describes the molecule C4H5FN2S in a non-equilibrium geometry. The level of theory is wB97M-V/def2-TZVPD.

Positions of all 13 atoms, in Å:
C -1.63442 0.03972 0.05023
C -0.13200 1.53734 -0.02653
C 0.55222 0.34265 -0.03205
C 1.96581 -0.05248 0.02904
H -2.63767 -1.94697 -0.04544
H 0.28400 2.53839 0.05271
H 2.52564 0.27944 -0.85893
H 2.45616 0.35169 0.91759
H -0.29717 -1.60122 -0.15828
N -1.47908 1.31547 0.03284
N -0.44436 -0.60038 -0.01878
F 2.02285 -1.47557 0.03957
S -3.18199 -0.72808 0.01803

Its gap between HOMO and LUMO is 8.8103 eV. As for the SMILES: FCc1cnc(S)[nH]1. As for the HOMO energy: -8.205 eV. As for the relative energy (zero: lowest compared OMol25 entry of this formula, charge and spin): 8.1 kcal per mole. The value obtained for the largest force on an atom is 1.5 eV Å⁻¹.